No. 1
Below is a 2-piece molecular cluster, C2H5N overall in a non-equilibrium geometry, with properties calculated with the ωB97M-V functional and the def2-TZVPD basis.

```
8
Properties=species:S:1:pos:R:3
C -0.908 0.391 -0.396
C 1.385 -0.620 0.226
N -1.718 0.644 0.471
H -0.625 0.443 -1.495
H 1.187 -1.692 0.432
H 1.307 0.000 1.042
H 1.924 -0.314 -0.569
H -2.551 1.148 0.288
```

Relative energy (zero: lowest compared OMol25 entry of this formula, charge and spin) (kcal per mole): 94.05
HOMO energy (spin up / spin down) (eV): -8.0 / -7.5
Charge: 0

---

No. 2
Below is C51H62BrFeNO4 as an isolated structure, with properties calculated with the ωB97M-V functional and the def2-TZVPD basis.

```
120
Properties=species:S:1:pos:R:3
Fe 0.595 0.732 -2.914
C -2.157 2.458 -3.659
O -1.343 1.890 -2.636
C -1.931 1.745 -1.378
C -2.829 0.704 -1.158
C -3.130 -0.363 -2.192
C -2.396 -1.638 -1.854
C -3.005 -2.631 -1.102
C -2.329 -3.776 -0.685
C -0.997 -3.886 -1.062
C -0.351 -2.908 -1.814
C 1.128 -3.012 -2.101
C 1.924 -2.295 -1.029
C 2.003 -2.852 0.247
C 2.612 -2.195 1.304
C 3.147 -0.932 1.053
C 3.108 -0.341 -0.200
C 3.681 1.049 -0.375
C 2.797 2.130 0.207
C 3.197 2.871 1.308
C 2.412 3.889 1.855
C 1.198 4.148 1.229
C 0.763 3.427 0.120
C -0.549 3.732 -0.560
C -1.571 2.629 -0.372
C -2.159 2.469 0.880
C -3.084 1.468 1.142
C -3.402 0.601 0.101
C -3.762 1.297 2.501
C -3.222 2.279 3.540
C -5.270 1.537 2.341
C -3.527 -0.128 3.020
C 1.563 2.407 -0.398
O 1.162 1.709 -1.439
C 2.930 4.695 3.046
C 4.177 5.482 2.621
C 3.300 3.752 4.198
C 1.889 5.688 3.563
C 2.508 -1.057 -1.234
O 2.472 -0.482 -2.507
C 3.513 -0.919 -3.374
C 2.706 -2.787 2.709
C 2.099 -4.188 2.783
C 4.179 -2.877 3.129
C 1.952 -1.878 3.689
C -1.053 -1.775 -2.233
O -0.474 -0.830 -2.971
C -3.062 -4.839 0.133
C -2.121 -5.950 0.599
C -3.690 -4.196 1.378
C -4.171 -5.467 -0.722
H -3.127 2.745 -3.256
H -2.300 1.729 -4.461
H -1.655 3.343 -4.056
H -2.841 -0.031 -3.186
H -4.204 -0.561 -2.196
H -4.048 -2.494 -0.831
H -0.418 -4.751 -0.757
H 1.339 -2.580 -3.077
H 1.419 -4.065 -2.123
H 1.534 -3.815 0.403
H 3.594 -0.363 1.862
H 3.859 1.248 -1.433
H 4.645 1.089 0.136
H 4.160 2.638 1.753
H 0.546 4.927 1.608
H -0.382 3.899 -1.625
H -0.952 4.655 -0.138
H -1.850 3.150 1.664
H -4.096 -0.216 0.271
H -3.401 3.316 3.249
H -2.150 2.147 3.699
H -3.726 2.111 4.494
H -5.461 2.538 1.949
H -5.773 1.443 3.306
H -5.715 0.816 1.653
H -2.460 -0.326 3.137
H -3.933 -0.881 2.342
H -4.010 -0.259 3.991
H 4.966 4.812 2.276
H 4.567 6.065 3.460
H 3.939 6.168 1.805
H 4.092 3.058 3.914
H 2.435 3.163 4.509
H 3.653 4.325 5.059
H 1.626 6.430 2.806
H 2.293 6.223 4.425
H 0.974 5.182 3.879
H 4.464 -0.933 -2.839
H 3.568 -0.210 -4.199
H 3.307 -1.920 -3.763
H 2.587 -4.877 2.091
H 1.030 -4.177 2.561
H 2.225 -4.583 3.793
H 4.743 -3.501 2.432
H 4.260 -3.317 4.126
H 4.649 -1.894 3.156
H 0.903 -1.785 3.401
H 2.381 -0.875 3.715
H 1.996 -2.290 4.700
H -1.307 -5.556 1.212
H -1.685 -6.491 -0.244
H -2.677 -6.671 1.202
H -2.925 -3.719 1.994
H -4.198 -4.952 1.982
H -4.426 -3.436 1.112
H -3.753 -5.916 -1.624
H -4.902 -4.717 -1.029
H -4.697 -6.244 -0.160
Br -0.217 1.192 -9.492
C 0.264 1.044 -7.685
C 0.085 -0.151 -7.016
C 0.436 -0.209 -5.677
N 0.944 0.840 -5.018
C 1.121 1.984 -5.688
C 0.797 2.137 -7.022
H -0.324 -1.019 -7.512
H 0.284 -1.107 -5.092
H 1.548 2.809 -5.130
H 0.955 3.080 -7.523
```

HOMO energy (spin up / spin down) (eV): -6.9 / -7.1
Charge: 0
Spin multiplicity: 5

---

| no. | E_tot (eV) |
| --- | --- |
| 1 | -3640.436 |
| 2 | -168006.593 |